# C25H60O17S8

A cluster of 11 separate species, C25H60O17S8 in total at a distorted geometry (ωB97M-V/def2-TZVPD, OMol25).

The energy above the lowest of the compared OMol25 structures with the same formula, charge and spin comes out at 50.8 kcal/mol. The calculation puts the calculated total energy at -5452.65639 Ha. The value obtained for the HOMO energy is -8.56 eV. The value obtained for the frontier orbital gap is 8.6 eV.

Geometry as XYZ:
```
110
C25H60O17S8 ωB97M-V/def2-TZVPD
C -3.6656 -3.0184 6.0557
C -3.6602 -2.3252 7.3422
O -4.8161 -1.4575 7.3505
C -5.4915 -1.6133 6.2239
O -6.5735 -1.0242 5.9668
O -4.8273 -2.4626 5.4001
H -3.6056 -4.1066 6.0713
H -2.9077 -2.7215 5.3307
H -2.6886 -1.8795 7.5554
H -3.7673 -3.0179 8.1769
C -0.7624 5.0001 -1.0924
C -1.8024 3.8882 -1.0246
O -2.9122 4.7410 -0.6130
C -2.6326 6.0767 -0.5284
O -3.3449 6.8624 0.0744
O -1.4743 6.2314 -1.0820
H -0.1883 4.9248 -2.0159
H -0.0587 4.8181 -0.2801
H -1.5512 3.2408 -0.1845
H -1.8938 3.4585 -2.0222
C 0.0978 -0.9188 -1.7801
C 1.1716 0.0589 -1.3075
O 0.8730 0.0947 0.1254
C 0.3764 -1.1560 0.4090
O 0.1596 -1.5067 1.6166
O 0.1170 -1.8430 -0.7743
H 0.4734 -1.5641 -2.5742
H -0.9013 -0.5828 -2.0576
H 0.9602 1.0310 -1.7528
H 2.1852 -0.2865 -1.5107
C 6.5129 1.2147 -4.1603
S 6.2076 2.8568 -3.3507
O 4.7888 2.8185 -2.7640
C 7.2213 2.4687 -1.8381
H 5.8651 1.1457 -5.0342
H 6.2974 0.3766 -3.4976
H 7.5749 1.1299 -4.3905
H 6.6438 1.9644 -1.0633
H 7.6885 3.3662 -1.4327
H 8.0376 1.8077 -2.1293
C -5.7848 1.0310 -3.2497
S -6.0740 -0.1974 -1.8975
O -4.7189 -0.2672 -1.2009
C -7.2398 0.6212 -0.7616
H -6.7507 1.4212 -3.5703
H -5.3986 0.5212 -4.1323
H -5.1698 1.8953 -2.9990
H -6.9494 1.6329 -0.4784
H -7.4023 0.1247 0.1950
H -8.1707 0.5754 -1.3269
C -0.0447 -2.6151 -7.3200
S -0.0002 -0.8276 -7.4754
O -0.5559 -0.2109 -6.2202
C 1.8247 -0.4756 -7.4221
H 0.6306 -3.0900 -6.6084
H 0.0518 -3.0612 -8.3098
H -1.0451 -2.8794 -6.9771
H 2.3782 -1.0417 -6.6730
H 1.8708 0.5683 -7.1116
H 2.3820 -0.5693 -8.3542
C 0.8626 -6.0832 5.2036
S 0.6829 -6.7849 6.8823
O -0.6221 -6.1343 7.4375
C 0.2189 -8.4696 6.2773
H 0.2900 -6.5903 4.4271
H 1.8809 -6.2687 4.8617
H 0.5978 -5.0321 5.3177
H -0.5080 -8.9706 6.9166
H 0.8563 -9.3137 6.0139
H -0.4498 -8.5322 5.4188
C -2.9101 3.5277 5.9496
S -2.5363 3.4537 4.0570
O -0.9812 3.3324 3.9280
C -3.0713 1.7217 3.8690
H -3.5204 4.4246 6.0556
H -1.9775 3.8577 6.4074
H -3.3286 2.5913 6.3185
H -2.9739 1.6463 2.7860
H -4.0956 1.5515 4.2005
H -2.5685 0.9563 4.4602
C -0.7079 4.9459 -6.2713
S 0.4595 5.6977 -7.5930
O 1.5727 4.6598 -7.9394
C -0.6265 5.8028 -9.0998
H -1.6070 4.5096 -6.7067
H -1.0510 5.7550 -5.6266
H -0.3160 4.1315 -5.6619
H -1.3169 4.9623 -9.1694
H 0.0032 5.9567 -9.9760
H -1.3321 6.6321 -9.0497
C 3.2762 1.7511 4.2091
S 4.5093 2.3327 5.4625
O 5.6391 2.9789 4.6124
C 3.7166 3.7828 6.0921
H 3.7607 0.9225 3.6925
H 2.9316 2.6554 3.7074
H 2.4446 1.2279 4.6809
H 2.6557 3.5356 6.1289
H 3.9492 4.5687 5.3735
H 3.9525 3.9623 7.1410
C 3.8462 -5.4384 -1.1438
S 2.6495 -6.7679 -1.2291
O 3.2131 -7.6686 -2.3478
C 3.1425 -7.7266 0.2793
H 4.8690 -5.7414 -0.9197
H 3.3572 -4.7653 -0.4397
H 3.7363 -4.8631 -2.0631
H 3.3794 -7.0707 1.1170
H 4.0577 -8.3097 0.1767
H 2.4298 -8.5499 0.2310
```

---

# C25H61INO11P2S

A structure of composition C25H61INO11P2S at a distorted geometry (ωB97M-V/def2-TZVPD, OMol25).

As for the total charge: +1. The energy above the lowest of the compared OMol25 structures with the same formula, charge and spin comes out at 7.1 kcal/mol. The calculation puts the calculated total energy at -3249.96151 Ha. The value obtained for the HOMO energy is -10.44 eV. The value obtained for the frontier orbital gap is 6.4 eV.

Geometry as XYZ:
```
102
C25H61INO11P2S ωB97M-V/def2-TZVPD
C 7.9048 -0.9227 1.8156
C 7.7369 -2.1994 0.9718
C 7.0759 -1.9741 -0.4093
C 5.6751 -2.5815 -0.4444
C 5.0834 -2.6707 -1.8488
C 3.8390 -3.5601 -1.9586
C 2.7798 -3.2239 -0.9210
C 1.5666 -4.1807 -0.9465
C 1.1103 -4.7051 0.4248
C -0.3785 -4.4137 0.7153
C -0.6725 -2.9552 0.6767
N -0.0340 -2.1325 1.4459
C -0.3692 -0.6935 1.2686
C -1.2097 -0.1279 2.4133
O -1.3207 1.2272 2.1158
C -1.9566 1.9879 3.1398
C -2.3713 3.3363 2.5450
C -3.8543 3.6901 2.7386
P 1.2696 0.2872 1.2847
O 1.4046 0.9101 2.7639
O 2.4214 -0.8528 1.2432
S 1.4398 1.5721 -0.0998
C -1.0224 -0.7687 -0.1225
P -1.8501 0.7770 -0.8132
C -3.6435 0.6513 -0.4169
C -4.3698 1.9007 -0.9271
C -1.7759 0.4947 -2.6427
C -1.3744 1.7766 -3.4056
C -1.6652 -2.1971 -0.1542
I -3.4490 -2.5694 1.0290
C -1.9057 -2.6462 -1.5928
C -2.5964 -3.9911 -1.8696
C -4.0083 -3.9077 -2.4115
O -4.5300 -4.8413 -2.9436
O -4.6170 -2.6915 -2.2872
H 7.1179 -0.8453 2.5658
H 7.8275 -0.0291 1.1989
H 8.8589 -0.9070 2.3360
H 8.6887 -2.7175 0.8757
H 7.0999 -2.8758 1.5448
H 6.9713 -0.8999 -0.5281
H 7.6995 -2.3501 -1.2172
H 5.0245 -1.9425 0.1599
H 5.6607 -3.5757 0.0149
H 4.8573 -1.6634 -2.2077
H 5.8368 -3.0670 -2.5318
H 4.1511 -4.6018 -1.8672
H 3.4062 -3.3842 -2.9450
H 2.4356 -2.2039 -1.1082
H 3.2033 -3.2099 0.0816
H 0.7433 -3.6703 -1.4491
H 1.8172 -5.0209 -1.5923
H 1.1907 -5.7902 0.4214
H 1.7407 -4.3529 1.2424
H -0.9541 -4.9330 -0.0411
H -0.6744 -4.7992 1.6916
H 0.6879 -2.4674 2.0691
H -2.1978 -0.5837 2.4735
H -0.7162 -0.3061 3.3781
H -1.2482 2.1358 3.9592
H -2.8387 1.4562 3.5079
H -2.1697 3.2659 1.4756
H -1.7183 4.1205 2.9210
H -4.2206 4.1691 1.8323
H -4.0331 4.3495 3.5782
H -4.4406 2.7768 2.8469
H 1.8843 0.3639 3.3997
H 2.6637 -1.2148 2.1069
H -0.1736 -0.8800 -0.8094
H -3.7255 0.5516 0.6663
H -4.0837 -0.2553 -0.8364
H -4.6434 1.7735 -1.9713
H -5.2699 2.0608 -0.3391
H -3.7260 2.7737 -0.8240
H -1.0757 -0.3101 -2.8625
H -2.7501 0.1259 -2.9728
H -1.0501 2.5474 -2.7143
H -2.2226 2.1185 -3.9936
H -0.5926 1.5333 -4.1161
H -0.9570 -2.5956 -2.1251
H -2.5357 -1.8772 -2.0292
H -2.6321 -4.6558 -1.0108
H -2.0410 -4.5229 -2.6404
H -5.4904 -2.8180 -1.8898
O -5.6431 6.0093 4.4281
H -5.3721 6.9276 4.2968
H -6.3269 6.0924 5.1018
O 8.0132 0.7898 -1.6388
H 8.1479 1.3885 -0.8968
H 7.4905 1.2995 -2.2666
O 0.4980 2.0396 -6.0022
H 0.1208 2.4263 -6.7992
H 0.9368 2.7787 -5.5673
O -6.8565 8.5344 4.7858
H -7.1295 8.9432 3.9569
H -6.3575 9.2219 5.2397
O -0.6102 5.1240 -3.6187
H 0.0760 5.1497 -2.9439
H -1.4309 5.2468 -3.1312
O -5.6664 6.8532 1.6055
H -5.9042 6.2256 0.9175
H -5.7050 6.3495 2.4307
```

---

# C25H62BClF2N3O7P2

A cluster of 4 separate species, C25H62BClF2N3O7P2 in total (ωB97M-V/def2-TZVPD, OMol25).

As for the total charge: -1. The calculation puts the calculated total energy at -3048.40248 Ha. The value obtained for the HOMO energy is -4.28 eV. The value obtained for the frontier orbital gap is 6.5 eV.

Geometry as XYZ:
```
103
C25H62BClF2N3O7P2 ωB97M-V/def2-TZVPD
C 0.3627 4.9070 4.7634
C -1.0894 5.1157 4.4106
Cl -1.5718 6.7788 5.0897
C -2.0480 4.0836 4.9899
P -2.0119 2.4808 3.9883
O -2.9638 1.5890 5.1919
B -4.0289 2.0669 5.8465
O -3.9325 2.5423 7.1714
O -5.3119 2.0562 5.2757
P -3.9026 3.0757 2.8651
O -3.2393 3.5525 1.4350
O -4.5935 1.6461 2.4228
O -1.8952 0.9772 3.0334
C -0.6249 0.4926 3.1012
F -0.5920 -0.8477 2.7566
C -0.2154 0.6874 4.5553
C 1.2426 0.3908 4.8720
C 1.4377 -0.9631 5.5232
F 2.0400 0.4524 3.7236
O -0.5623 2.0044 4.8233
H 0.7303 4.0455 4.2094
H 0.4701 4.7131 5.8263
H 0.9558 5.7683 4.4646
H -1.2346 5.2327 3.3431
H -1.7615 3.9049 6.0222
H -3.0383 4.5346 4.9376
H -1.2736 3.1079 2.9178
H -3.8943 1.8238 7.7932
H -5.6842 2.9391 5.3121
H -3.7484 4.2954 1.1219
H -5.2294 1.4568 3.1195
H 0.0594 1.0578 2.4538
H -0.8374 -0.0336 5.1039
H 1.5848 1.1713 5.5539
H 0.9305 -0.9447 6.4858
H 0.9689 -1.7332 4.9096
H 2.4941 -1.1806 5.6519
C 2.5358 -2.5349 1.9024
C 2.7420 -3.7744 2.7582
N 1.5031 -4.4619 3.0722
C 1.6465 -5.4730 4.0987
C 2.5161 -6.7022 3.7954
C 0.6713 -4.8121 1.9366
C 1.2786 -5.7110 0.8489
H 1.8179 -1.8602 2.3684
H 3.4825 -2.0036 1.7948
H 2.1820 -2.7785 0.8996
H 3.1870 -3.4681 3.7094
H 3.4830 -4.4290 2.2667
H 0.6455 -5.8088 4.3845
H 2.0544 -4.9757 4.9848
H 2.0213 -7.3968 3.1172
H 2.7212 -7.2439 4.7217
H 3.4763 -6.4237 3.3603
H 0.3385 -3.8837 1.4691
H -0.2405 -5.2743 2.3228
H 2.2907 -5.4013 0.5845
H 0.6722 -5.6496 -0.0570
H 1.3111 -6.7592 1.1458
C -2.4283 0.9059 -0.3992
C -1.7101 1.1939 -1.7062
N -2.4586 0.7797 -2.8852
C -1.6815 0.8188 -4.1052
C -1.1765 2.1793 -4.6079
C -3.8108 1.2974 -2.9724
C -4.0017 2.8211 -2.9534
H -2.6888 -0.1504 -0.3173
H -1.7875 1.1613 0.4433
H -3.3348 1.4973 -0.2848
H -0.7628 0.6462 -1.7172
H -1.4480 2.2644 -1.7313
H -2.2667 0.3437 -4.8994
H -0.8120 0.1696 -3.9519
H -1.9742 2.7744 -5.0519
H -0.4208 2.0239 -5.3811
H -0.7151 2.7621 -3.8105
H -4.3821 0.8758 -2.1435
H -4.2690 0.8842 -3.8761
H -3.3870 3.2941 -2.1870
H -5.0434 3.0570 -2.7254
H -3.7677 3.2816 -3.9135
C 2.0071 -1.9251 -9.0798
C 1.8060 -0.9351 -7.9425
N 2.6981 -1.1633 -6.8221
C 2.3283 -0.4164 -5.6317
C 2.3989 1.1147 -5.6847
C 4.1131 -1.1922 -7.1421
C 4.7270 0.0446 -7.8148
H 1.9218 -2.9508 -8.7190
H 1.2450 -1.7660 -9.8437
H 2.9787 -1.8085 -9.5612
H 0.7850 -1.0424 -7.5673
H 1.8796 0.0878 -8.3473
H 2.9444 -0.7729 -4.8023
H 1.3031 -0.7035 -5.3783
H 3.4241 1.4810 -5.6428
H 1.8727 1.5308 -4.8243
H 1.9251 1.5157 -6.5814
H 4.2944 -2.0555 -7.7869
H 4.6563 -1.4098 -6.2195
H 4.0957 0.4265 -8.6182
H 5.6917 -0.2172 -8.2547
H 4.9031 0.8545 -7.1088
```

---

# C25H66BrN7O7PS2

A cluster of 6 separate species, C25H66BrN7O7PS2 in total at a distorted geometry (ωB97M-V/def2-TZVPD, OMol25).

As for the total charge: +1. The calculation puts the calculated total energy at -5613.46761 Ha. The value obtained for the HOMO energy is -10.11 eV. The value obtained for the frontier orbital gap is 5.5 eV.

Geometry as XYZ:
```
109
C25H66BrN7O7PS2 ωB97M-V/def2-TZVPD
C 4.6843 -1.6994 0.7894
S 4.3876 -3.3633 1.3787
O 5.5681 -4.1698 1.4241
O 3.6858 -3.2691 2.6309
P 2.8646 -4.3379 0.1225
Br 2.9799 -6.4552 0.5113
C 1.2633 -3.7242 0.6898
C 1.2004 -2.2004 0.4522
C -0.2470 -1.7120 0.2106
N -0.2899 -0.2550 0.0213
N 3.0061 -3.9239 -1.4942
C 3.8623 -4.5794 -2.1357
S 4.9002 -5.2021 -3.0580
H 4.3084 -1.6135 -0.2327
H 4.1087 -1.0422 1.4343
H 5.7559 -1.5067 0.8151
H 1.2035 -3.9364 1.7565
H 0.5284 -4.2700 0.0944
H 1.7853 -1.8940 -0.4204
H 1.5806 -1.6664 1.3236
H -0.6365 -2.1680 -0.7003
H -0.8238 -1.9827 1.0936
H -0.3694 0.1872 0.9325
H 0.5936 0.0693 -0.3580
C -5.1969 3.8082 0.3848
C -4.2440 4.0347 1.5532
C -2.8488 3.4343 1.3297
O -2.7788 2.0260 1.4755
C -3.1975 1.2793 0.3454
N -4.8727 3.5374 2.7799
H -5.5920 2.7931 0.3615
H -6.0536 4.4766 0.4668
H -4.7060 4.0084 -0.5707
H -4.1080 5.1146 1.6634
H -2.1793 3.8377 2.0942
H -2.4410 3.7358 0.3555
H -2.9328 1.7787 -0.5904
H -4.2731 1.0868 0.3738
H -2.6842 0.3230 0.3844
H -4.2955 3.7836 3.5791
H -4.8456 2.5216 2.7542
C -11.0525 4.0944 -1.3334
C -10.6563 3.5565 0.0384
C -9.1520 3.6492 0.3337
O -8.3660 2.6702 -0.3278
C -8.0499 2.9715 -1.6739
N -11.1434 2.1821 0.1693
H -10.8048 3.3959 -2.1322
H -12.1292 4.2558 -1.3735
H -10.5612 5.0470 -1.5431
H -11.1662 4.1706 0.7867
H -9.0032 3.4635 1.4005
H -8.7630 4.6557 0.1289
H -7.9000 4.0442 -1.8272
H -8.8221 2.6074 -2.3556
H -7.1211 2.4540 -1.9205
H -10.9732 1.8639 1.1198
H -10.5294 1.5997 -0.3961
C -9.8769 -1.4520 -0.0211
C -9.7251 -2.0825 -1.4000
C -8.4369 -2.9016 -1.5610
O -7.2608 -2.1287 -1.7272
C -6.6975 -1.6179 -0.5344
N -9.8427 -1.0305 -2.4141
H -9.2446 -0.5698 0.0919
H -10.9064 -1.1284 0.1330
H -9.6251 -2.1586 0.7725
H -10.5600 -2.7757 -1.5384
H -8.5228 -3.4947 -2.4751
H -8.3135 -3.6099 -0.7307
H -6.8264 -2.3128 0.3010
H -7.1246 -0.6468 -0.2715
H -5.6299 -1.4775 -0.7107
H -9.8557 -1.4519 -3.3384
H -8.9812 -0.4900 -2.3979
C 10.8991 -1.0032 2.4501
C 9.8293 -1.4512 3.4418
C 8.3961 -1.2577 2.9279
O 7.9177 0.0728 2.9512
C 8.3317 0.8610 1.8435
N 10.0582 -0.7778 4.7209
H 11.0065 0.0810 2.4285
H 11.8671 -1.4149 2.7341
H 10.6684 -1.3464 1.4385
H 9.9618 -2.5256 3.6017
H 7.7250 -1.8147 3.5896
H 8.2771 -1.6807 1.9186
H 8.4013 0.2621 0.9312
H 9.2891 1.3485 2.0433
H 7.5879 1.6457 1.6961
H 9.4239 -1.1534 5.4200
H 9.7718 0.1924 4.6190
C 10.2897 0.9849 -1.6364
C 10.0471 -0.5201 -1.6880
C 10.2621 -1.1418 -3.0738
O 9.2178 -0.8999 -3.9970
C 9.2677 0.3554 -4.6547
N 8.7015 -0.8025 -1.1694
H 9.4617 1.5477 -2.0678
H 10.3956 1.3124 -0.6017
H 11.2026 1.2561 -2.1682
H 10.7711 -0.9885 -1.0149
H 10.2948 -2.2283 -2.9538
H 11.2275 -0.8393 -3.4975
H 10.2978 0.6686 -4.8429
H 8.7485 1.1278 -4.0827
H 8.7572 0.2449 -5.6105
H 8.5815 -1.8107 -1.1029
H 8.0370 -0.5215 -1.8872
```